Record 1
C22H49Br10NO5PdS3 | ωB97M-V/def2-TZVPD

Geometry (Å):
Pd: 1.47 9.61 2.96
O: 3.43 8.38 2.93
C: 3.22 7.41 1.90
C: 1.68 6.92 1.67
O: 0.64 7.89 1.76
H: 3.86 6.54 2.02
H: 3.59 7.71 0.92
H: 1.54 6.11 2.38
H: 1.54 6.57 0.65
C: 7.52 3.72 -1.61
C: 6.40 4.02 -0.59
C: 6.08 5.47 -0.17
C: 5.95 6.37 -1.27
N: 5.87 7.05 -2.18
H: 7.21 4.00 -2.62
H: 7.77 2.66 -1.68
H: 8.48 4.19 -1.41
H: 6.56 3.48 0.34
H: 5.46 3.61 -0.96
H: 7.00 5.87 0.25
H: 5.31 5.59 0.59
C: 4.64 12.14 3.58
S: 3.24 11.93 4.75
O: 2.10 11.40 3.91
C: 3.93 10.59 5.71
H: 4.77 11.40 2.79
H: 5.56 12.12 4.16
H: 4.44 13.11 3.13
H: 3.06 10.14 6.17
H: 4.56 10.98 6.51
H: 4.40 9.84 5.07
C: 2.44 6.66 5.95
S: 0.88 7.69 5.94
O: 0.96 8.75 4.84
C: -0.20 6.35 5.22
H: 2.16 5.83 6.60
H: 3.25 7.26 6.37
H: 2.47 6.40 4.89
H: -1.14 6.69 4.79
H: -0.37 5.58 5.97
H: 0.30 5.95 4.34
C: -2.57 9.38 3.68
S: -1.78 10.71 2.76
O: -0.31 10.74 3.17
C: -1.93 10.09 1.05
H: -2.04 8.43 3.60
H: -3.58 9.29 3.28
H: -2.54 9.59 4.75
H: -2.97 10.09 0.73
H: -1.60 9.05 1.02
H: -1.38 10.78 0.40
Br: 8.54 8.07 2.58
C: 6.73 8.79 2.44
C: 6.51 9.35 1.01
Br: 7.84 10.78 0.61
H: 6.57 9.59 3.17
H: 5.95 8.05 2.62
H: 5.50 9.77 0.95
H: 6.54 8.60 0.21
Br: 2.96 3.03 0.54
C: 1.81 2.98 2.14
C: 2.58 3.36 3.41
Br: 1.32 3.30 4.88
H: 1.50 1.94 2.25
H: 0.99 3.68 1.99
H: 3.05 4.34 3.31
H: 3.31 2.58 3.63
Br: -4.37 6.51 3.00
C: -3.29 5.96 1.39
C: -1.86 5.69 1.78
Br: -1.83 4.09 3.01
H: -3.45 6.71 0.61
H: -3.75 5.02 1.11
H: -1.36 6.56 2.21
H: -1.29 5.40 0.90
Br: 6.10 3.03 3.56
C: 6.92 4.65 4.37
C: 5.79 5.54 4.70
Br: 6.43 7.12 5.78
H: 7.62 5.01 3.61
H: 7.41 4.28 5.27
H: 5.05 4.95 5.25
H: 5.40 6.08 3.84
Br: 0.81 8.81 -3.50
C: 1.39 7.81 -1.84
C: 1.94 6.41 -2.22
Br: 0.58 5.07 -2.18
H: 0.60 7.58 -1.12
H: 2.16 8.41 -1.36
H: 2.66 6.09 -1.47
H: 2.46 6.41 -3.18

expectation value of S²: 3.76
LUMO energy (alpha / beta): -0.07497 / -0.22324 hartree
2S+1: 4
total charge: +1
HOMO level (alpha / beta): -11.72 / -11.72 eV

Record 2
C22H49BrNO2PS | ωB97M-V/def2-TZVPD

Geometry (Å):
C: 3.73 -0.27 -3.33
C: 3.73 1.04 -3.17
C: 3.67 2.66 -3.09
C: 2.89 3.01 -1.70
C: 1.25 3.02 -1.89
P: 0.41 4.24 -0.71
S: -0.36 5.45 -2.34
Br: 1.25 2.99 1.05
O: -1.14 4.06 0.02
C: -1.97 3.09 -0.68
C: -2.12 1.80 0.27
N: -3.14 0.79 -0.18
C: -3.21 0.64 -1.67
C: -4.45 1.51 -2.31
C: -5.42 0.54 -3.17
O: -3.96 2.58 -3.19
H: 3.97 -1.39 -3.27
H: 4.74 3.11 -3.06
H: 3.13 3.11 -4.01
H: 3.23 2.19 -0.95
H: 3.20 4.05 -1.28
H: 0.87 1.93 -1.76
H: 1.06 3.33 -3.00
H: 1.20 5.36 -0.25
H: -1.14 4.61 -3.13
H: -3.05 3.47 -0.90
H: -1.51 2.82 -1.70
H: -1.08 1.32 0.49
H: -2.50 2.20 1.30
H: -2.77 -0.13 0.15
H: -3.50 -0.47 -1.88
H: -2.21 0.81 -2.23
H: -5.00 1.95 -1.38
H: -4.75 -0.15 -3.81
H: -6.05 -0.09 -2.44
H: -6.12 1.12 -3.88
H: -3.50 2.11 -3.94
C: 0.87 -2.16 -2.37
C: 1.16 -3.46 -3.12
C: 0.36 -4.65 -2.58
C: 0.66 -5.03 -1.13
C: 2.12 -5.36 -0.83
C: 2.63 -6.57 -1.60
H: 1.15 -2.23 -1.32
H: 1.44 -1.34 -2.81
H: -0.19 -1.91 -2.43
H: 2.23 -3.67 -3.09
H: 0.90 -3.32 -4.17
H: 0.54 -5.51 -3.23
H: -0.71 -4.43 -2.67
H: 0.04 -5.89 -0.86
H: 0.34 -4.22 -0.46
H: 2.22 -5.56 0.24
H: 2.76 -4.50 -1.04
H: 2.03 -7.46 -1.36
H: 3.67 -6.78 -1.33
H: 2.59 -6.41 -2.68
C: 1.06 -1.37 6.44
C: 0.59 -0.93 5.06
C: 1.15 0.43 4.64
C: 0.75 1.61 5.53
C: -0.75 1.83 5.67
C: -1.43 2.17 4.35
H: 0.74 -0.68 7.22
H: 0.65 -2.36 6.67
H: 2.15 -1.45 6.47
H: -0.51 -0.91 5.04
H: 0.90 -1.68 4.32
H: 0.85 0.63 3.61
H: 2.25 0.37 4.62
H: 1.21 2.52 5.13
H: 1.18 1.47 6.53
H: -0.92 2.66 6.37
H: -1.23 0.96 6.12
H: -1.00 3.07 3.91
H: -2.50 2.34 4.51
H: -1.34 1.35 3.63

LUMO energy: 0.01384 hartree
HOMO level: -9.21 eV

Record 3
C22H49N2NdO2P3 | ωB97M-V/def2-TZVPD

Geometry (Å):
Nd: -0.07 0.36 -0.11
P: 1.00 -2.68 -0.06
P: 1.21 0.66 -2.74
P: -2.35 -1.38 -0.90
H: -2.19 3.39 3.04
C: -2.81 2.52 3.29
C: -2.40 1.57 4.15
H: -1.46 1.68 4.71
C: 2.67 -2.98 0.58
C: 1.17 -3.50 -1.70
C: 0.13 -3.96 0.93
C: 0.84 2.34 -3.39
C: 3.02 0.58 -3.04
C: 0.61 -0.36 -4.14
C: -3.23 -1.71 0.67
C: -2.39 -3.03 -1.65
C: -3.69 -0.63 -1.91
H: -3.78 2.39 2.80
H: -3.11 0.77 4.43
H: 2.66 -2.87 1.67
H: 3.37 -2.26 0.14
H: 3.00 -4.00 0.33
H: 1.78 -2.83 -2.33
H: 0.17 -3.62 -2.13
H: 1.67 -4.48 -1.59
H: 0.23 -3.70 1.99
H: 0.59 -4.95 0.76
H: -0.93 -4.00 0.66
H: 1.37 2.50 -4.34
H: 1.15 3.12 -2.67
H: -0.24 2.42 -3.56
H: 3.27 0.87 -4.08
H: 3.40 -0.43 -2.84
H: 3.54 1.26 -2.35
H: 1.07 -0.06 -5.09
H: -0.48 -0.25 -4.23
H: 0.79 -1.43 -3.97
H: -4.29 -1.91 0.48
H: -3.14 -0.86 1.36
H: -2.78 -2.59 1.16
H: -3.42 -3.31 -1.90
H: -1.97 -3.77 -0.97
H: -1.81 -3.02 -2.57
H: -4.52 -1.35 -2.02
H: -3.28 -0.38 -2.90
H: -4.05 0.28 -1.42
C: -2.51 3.09 -1.06
C: -2.22 4.24 -1.80
C: -3.32 4.88 -2.41
C: -4.64 4.46 -2.19
C: -4.89 3.44 -1.26
C: -3.81 2.73 -0.71
O: -1.39 2.25 -0.71
H: -0.63 2.53 -1.28
H: -1.19 4.57 -1.97
H: -3.14 5.68 -3.12
H: -5.47 4.93 -2.74
H: -5.93 3.22 -1.00
H: -3.97 1.96 0.04
C: 0.91 -1.12 3.81
N: 2.24 -0.58 3.53
C: 3.16 -0.56 4.65
C: 2.48 0.03 2.35
O: 1.51 0.28 1.52
N: 3.74 0.39 2.01
C: 4.98 -0.15 2.57
C: 3.93 1.24 0.85
H: 0.16 -0.31 3.81
H: 0.98 -1.61 4.79
H: 0.65 -1.86 3.04
H: 3.89 -1.38 4.65
H: 3.72 0.38 4.74
H: 2.58 -0.68 5.56
H: 5.77 0.04 1.82
H: 5.24 0.35 3.52
H: 4.93 -1.24 2.75
H: 3.64 0.74 -0.08
H: 3.31 2.15 0.96
H: 4.99 1.51 0.83

expectation value of S²: 3.75
relative energy (zero: lowest compared OMol25 entry of this formula, charge and spin): 0.0 kcal per mole
LUMO energy (alpha / beta): -0.36068 / -0.34255 hartree
2S+1: 4
total charge: +3
HOMO level (alpha / beta): -16.69 / -16.69 eV